{"formula": "C4H10NO2", "method": "ωB97M-V/def2-TZVPD", "multiplicity": 2, "gap_ha": [0.373, 0.240], "total_energy_ev": -9892.1643, "e_lumo_ev": [1.10, -2.40], "s2": 0.76, "relative_energy_kcal_mol": 36.4, "max_force_ev_per_a": 2.4, "elements": ["O", "C", "C", "C", "H", "H", "H", "H", "H", "H", "N", "C", "O", "H", "H", "H", "H"], "coordinates": [[1.150, 0.905, 1.140], [0.449, 0.491, 0.123], [1.270, 0.326, -1.144], [0.397, -0.159, -2.258], [-0.423, 1.171, -0.133], [2.115, -0.340, -0.927], [1.688, 1.327, -1.415], [0.015, -1.178, -2.127], [1.017, -0.122, -3.167], [-0.430, 0.531, -2.422], [-1.132, 0.390, 2.173], [-1.133, -0.877, 1.434], [-0.286, -0.845, 0.301], [-1.511, 0.310, 3.130], [-0.229, 0.882, 2.046], [-0.772, -1.708, 2.074], [-2.187, -1.104, 1.171]]}